10
Properties=species:S:1:pos:R:3 method="wB97M-V/def2-TZVPD" e_tot_ev=-6619.5182 spin_multiplicity=1 e_homo_ev="-8.745 / -8.170" relative_energy_kcal_mol=125.0 largest_force_ev_per_a=3.9
C 1.38445 0.37635 0.04664
C 0.33659 -0.44622 -0.63264
N -1.87301 -1.07001 0.18962
N -0.87418 -0.45756 -0.24992
N -2.51098 0.12894 0.42206
H -2.01879 0.72932 1.09673
H 0.57035 -1.02327 -1.52134
H 2.15842 -0.25890 0.48508
H 0.94968 0.98746 0.83644
H 1.87748 1.03390 -0.67266

***

10
Properties=species:S:1:pos:R:3 method="wB97M-V/def2-TZVPD" e_tot_ev=-6623.4026 spin_multiplicity=1 e_homo_ev=-10.424 relative_energy_kcal_mol=35.4 largest_force_ev_per_a=4.0
C 1.54252 -0.77726 -0.40939
C 0.00071 0.53142 -0.12838
N 2.45064 -1.43215 -0.64296
N -1.12090 -0.04324 -0.72805
N 0.03092 0.55933 1.28740
H 0.32273 1.45456 -0.59462
H -1.14503 0.00214 -1.73446
H -1.34009 -0.97457 -0.39616
H 0.02643 -0.37976 1.67559
H -0.76793 1.05951 1.67104

***

11
Properties=species:S:1:pos:R:3 method="wB97M-V/def2-TZVPD" e_tot_ev=-8672.2800 spin_multiplicity=1 e_homo_ev=-8.654 relative_energy_kcal_mol=31.4 largest_force_ev_per_a=0.6
N 0.22539 -1.86716 1.07489
C 0.84452 -0.85920 0.36657
O 2.03249 -0.79760 0.17269
N -0.08404 0.11289 -0.05561
C 0.33276 1.12492 -0.84575
N -0.62792 2.01972 -1.08125
H 0.83203 -2.65498 1.24016
H -0.72115 -2.10313 0.81603
H -1.01532 0.08041 0.36505
H -0.26480 2.89079 -1.41294
H -1.55395 2.05333 -0.63984

***

11
Properties=species:S:1:pos:R:3 method="wB97M-V/def2-TZVPD" e_tot_ev=-8671.2657 spin_multiplicity=1 e_homo_ev=-9.432 relative_energy_kcal_mol=54.8 largest_force_ev_per_a=4.1
N -1.27995 1.60511 -0.07107
N -1.03353 0.89084 -1.20425
C -0.32691 -0.22315 -1.24619
N 0.02743 -0.90306 0.00598
C 1.07636 -0.38545 0.79266
O 1.75883 -1.07734 1.55466
H -2.08381 2.11516 -0.23452
H -1.41422 0.94456 0.67272
H -0.04372 -0.68895 -2.17725
H -0.08554 -1.95606 0.15557
H 1.06234 0.70547 0.75278

***

11
Properties=species:S:1:pos:R:3 method="wB97M-V/def2-TZVPD" e_tot_ev=-8669.5941 spin_multiplicity=1 e_homo_ev=-9.399 relative_energy_kcal_mol=93.4 largest_force_ev_per_a=0.8
N 1.03296 -1.43225 -0.31275
C 0.28715 -0.29225 -0.09969
O 0.92413 0.92039 0.24147
N -0.51657 0.34089 -1.14609
C -0.52669 1.17114 0.08900
N -0.94773 0.07763 0.93348
H 1.63854 -1.69129 0.45193
H 0.51273 -2.20927 -0.69768
H -1.41244 -0.15272 -1.19920
H -0.85432 2.20621 0.13796
H -0.66084 0.28456 1.90067

***

11
Properties=species:S:1:pos:R:3 method="wB97M-V/def2-TZVPD" e_tot_ev=-8669.4597 spin_multiplicity=1 e_homo_ev=-9.364 relative_energy_kcal_mol=96.5 smiles="[H]/N=C(/N)N1CO1" largest_force_ev_per_a=2.7
H -0.17245 0.64337 2.17541
N 0.63485 0.86786 1.59700
C 0.60300 0.26932 0.49068
N 1.50057 0.48578 -0.52667
N -0.36636 -0.73378 0.14758
C -1.34524 -0.56488 -0.80626
O -1.58061 -0.70200 0.81182
H 1.69170 -0.29490 -1.13627
H 2.32676 0.97884 -0.23108
H -1.79735 0.40583 -0.98607
H -1.49486 -1.35544 -1.53615

***

11
Properties=species:S:1:pos:R:3 method="wB97M-V/def2-TZVPD" e_tot_ev=-8668.7924 spin_multiplicity=1 e_homo_ev=-9.430 relative_energy_kcal_mol=111.8 largest_force_ev_per_a=5.7
H 2.61708 -0.22679 0.38527
N 1.78615 -0.72287 0.45299
C 0.76499 -0.12787 -0.14114
N 0.50808 1.22595 -0.39084
C -0.26196 -1.09032 -0.30515
N -1.54687 -0.87214 -0.11709
O -1.74097 0.36685 0.53191
H 1.07215 1.74996 0.51820
H -0.48723 1.50149 -0.44021
H -0.07139 -2.12196 -0.45877
H -2.64002 0.31770 -0.03517

***

12
Properties=species:S:1:pos:R:3 method="wB97M-V/def2-TZVPD" e_tot_ev=-10714.1394 spin_multiplicity=1 e_homo_ev="-8.608 / -8.609" relative_energy_kcal_mol=176.9 largest_force_ev_per_a=4.7
C -0.22841 0.22212 0.93129
C -0.81686 0.43140 -0.39934
N 0.85463 -0.51272 0.48816
N -1.74814 -0.51207 -0.59588
N 2.00431 0.06788 -0.03756
O 2.03299 1.19513 -0.37636
O 2.90592 -0.69239 -0.17599
H 0.19612 1.10532 1.33407
H -0.84545 -0.46138 1.58202
H -0.38561 1.13917 -1.16839
H -2.09216 -0.63269 -1.49904
H -1.87734 -1.34977 -0.08300

***

12
Properties=species:S:1:pos:R:3 method="wB97M-V/def2-TZVPD" e_tot_ev=-10713.4052 spin_multiplicity=1 e_homo_ev=-9.352 relative_energy_kcal_mol=193.8 largest_force_ev_per_a=4.2
C -0.06254 1.16508 0.28340
N -0.12590 0.01529 1.12988
N -0.18566 -1.18036 0.65102
O -0.23266 -1.44616 -0.55242
H 0.46570 0.76464 -0.56116
H 0.51522 1.98173 0.80341
H -1.02806 1.47686 -0.03747
H -0.01917 -2.00531 1.32814
C 2.22200 -0.87302 0.75954
N 2.52265 -0.09241 -0.05172
O 2.85780 0.80670 -0.72310
H 2.09578 -1.82031 1.28572

***

12
Properties=species:S:1:pos:R:3 method="wB97M-V/def2-TZVPD" e_tot_ev=-10714.9279 spin_multiplicity=1 e_homo_ev=-8.608 relative_energy_kcal_mol=158.7 smiles="C=C(N)NON=O" largest_force_ev_per_a=3.9
C 1.10904 0.70440 0.98115
C 0.43964 -0.34337 0.52131
N 0.45271 -1.68275 0.77503
N -0.34513 -0.24218 -0.64549
O -0.58484 0.99512 -1.17753
N -1.84221 1.22990 -1.58516
O -2.02517 2.25879 -2.21043
H 1.87420 0.50516 1.64245
H 0.77238 1.68207 0.71699
H 0.84602 -1.97108 1.65724
H 0.58115 -2.37629 0.02389
H -1.27780 -0.75978 -0.69946

***

13
Properties=species:S:1:pos:R:3 method="wB97M-V/def2-TZVPD" e_tot_ev=-21548.4603 spin_multiplicity=1 e_homo_ev=-8.988 relative_energy_kcal_mol=171.9 largest_force_ev_per_a=7.3
C 0.37748 -0.68817 0.08511
C 0.69051 2.73328 -0.08089
H -2.73808 0.57295 0.71520
H -0.84806 -1.87054 0.98372
H 0.81997 2.64390 -1.42105
H 0.67063 3.65044 0.70967
H 3.19946 -1.72247 0.27294
N -0.85060 -0.88393 0.60596
N 0.32984 1.69012 0.68363
N 1.21313 -1.58916 0.02826
O 0.54860 0.55184 -0.56697
O 2.57126 -1.03878 -0.17606
S -2.33234 -0.38554 -0.28540

***

13
Properties=species:S:1:pos:R:3 method="wB97M-V/def2-TZVPD" e_tot_ev=-21549.8367 spin_multiplicity=1 e_homo_ev=-8.200 relative_energy_kcal_mol=140.1 largest_force_ev_per_a=9.2
C -0.22474 0.17149 -0.16550
C 0.53469 -0.94578 -0.08338
H 1.64367 2.89421 -0.26934
H 2.34864 1.20047 0.10477
H -1.88670 1.10474 -0.34420
H -2.37678 -1.26767 0.42986
H 0.37544 -2.93617 -0.16224
N 1.42338 1.76654 0.31085
N 0.32374 1.42329 -0.14170
N -1.59051 0.11866 -0.35242
O -2.50459 -0.26900 0.60867
O -0.15820 -2.19827 -0.14044
S 2.09194 -1.06251 0.20510